A cluster of 7 separate species, C24H47FNO7 in total at a distorted geometry, computed with ωB97M-V with the def2-TZVPD basis set.

Structure (XYZ):
```
80
Properties=species:S:1:pos:R:3:forces:R:3:lowdin_charge:R:1
O -4.700 -2.310 -1.490 5.39 -1.51 -8.44 0.0107
C -3.911 -2.603 -2.529 -4.21 0.72 4.85 -0.1402
F -4.026 -1.947 -3.875 0.57 -2.08 4.32 -0.0209
C -2.766 -3.793 -2.284 0.77 0.90 -1.45 -0.0139
C -1.525 -3.061 -1.495 -1.99 0.90 1.48 -0.2600
C -0.786 -3.855 -0.247 0.46 0.89 -0.17 -0.1150
C 0.755 -3.257 -0.478 -1.94 0.57 -1.05 -0.1026
C 0.758 -3.386 -2.142 0.32 -1.50 2.44 -0.1052
N -0.463 -2.496 -2.460 1.51 -1.09 -0.68 0.0390
H -2.334 -4.185 -3.325 -1.19 0.76 2.20 0.1431
H -3.217 -4.699 -1.686 0.73 2.20 -1.12 0.1545
H -1.931 -2.083 -0.991 0.50 -1.98 -0.88 0.1600
H -0.793 -5.042 -0.268 -0.21 2.63 -0.16 0.1397
H -1.347 -3.404 0.703 1.52 -1.30 -1.85 0.1239
H 0.573 -2.098 -0.297 1.22 -2.32 0.23 0.1331
H 1.632 -3.769 0.115 -1.94 1.23 -1.34 0.1393
H 0.269 -4.464 -2.263 1.71 2.10 -0.52 0.1515
H 1.763 -3.162 -2.703 -2.42 -0.29 0.84 0.1387
H -0.257 -1.478 -2.285 -0.24 -1.30 -0.35 0.1964
H -0.607 -2.663 -3.490 -0.32 0.61 1.12 0.1741
C -4.482 -1.013 3.508 0.49 0.15 0.25 -0.0093
C -3.629 -1.606 2.419 1.11 -0.03 0.17 -0.4575
O -2.401 -1.571 2.480 -1.59 -0.71 -0.32 0.0136
C -4.336 -2.243 1.252 0.52 0.03 0.10 -0.0263
H -3.837 -0.589 4.284 -0.14 -0.10 -0.18 0.0869
H -5.107 -0.216 3.097 -0.14 -0.18 0.04 0.0939
H -5.105 -1.791 3.957 -0.14 0.13 -0.13 0.0920
H -4.954 -1.501 0.742 -0.09 -0.21 0.13 0.0885
H -4.952 -3.076 1.601 -0.15 0.16 -0.07 0.1020
H -3.594 -2.629 0.545 -0.24 0.12 0.29 0.0398
C 0.473 2.899 3.323 0.52 0.03 -0.36 -0.0273
C 0.215 1.532 2.746 0.81 -0.34 -0.63 -0.4833
O 1.019 0.999 1.983 -0.85 0.45 0.64 0.0284
C -1.064 0.844 3.140 0.43 -0.39 -0.48 -0.0296
H 1.433 3.274 2.951 -0.15 -0.14 0.07 0.0758
H -0.315 3.588 3.012 -0.10 -0.06 0.36 0.0623
H 0.519 2.839 4.413 -0.26 0.14 -0.07 0.0942
H -1.922 1.442 2.821 0.00 0.09 0.26 0.0927
H -1.087 0.693 4.222 -0.16 0.17 -0.04 0.0966
H -1.116 -0.134 2.648 0.19 0.62 0.30 0.0442
C 4.011 -1.804 -4.891 -0.23 0.20 0.27 -0.0260
C 2.670 -2.131 -5.491 -0.47 0.09 0.40 -0.4751
O 1.630 -1.978 -4.852 0.53 -0.23 -0.25 0.0011
C 2.650 -2.652 -6.904 -0.57 -0.02 0.08 -0.0109
H 3.872 -1.439 -3.868 0.04 -0.06 -0.20 0.0864
H 4.633 -2.703 -4.861 -0.05 0.19 -0.16 0.0618
H 4.500 -1.023 -5.478 0.04 -0.13 -0.05 0.0941
H 3.211 -3.588 -6.962 0.14 0.18 -0.05 0.0935
H 3.078 -1.908 -7.580 0.15 -0.17 0.04 0.0936
H 1.614 -2.844 -7.205 0.23 0.06 0.06 0.0856
C 6.148 -4.730 -2.337 -0.04 0.40 -0.35 -0.0135
C 4.883 -5.265 -2.954 -0.51 0.59 -0.90 -0.4772
O 4.309 -4.661 -3.859 0.48 -0.73 1.03 0.0275
C 4.348 -6.566 -2.420 -0.43 0.03 -0.34 -0.0214
H 6.416 -3.785 -2.821 -0.06 -0.22 0.11 0.0852
H 5.993 -4.546 -1.271 0.14 -0.20 -0.01 0.0909
H 6.964 -5.443 -2.485 -0.06 0.00 0.23 0.0941
H 4.112 -6.464 -1.358 0.23 -0.14 0.01 0.0861
H 5.083 -7.361 -2.572 -0.02 0.06 0.24 0.0932
H 3.431 -6.830 -2.959 0.22 0.05 0.09 0.0834
C -4.088 6.157 4.673 0.07 -0.35 0.41 -0.0250
C -2.970 5.619 3.820 0.76 -1.03 0.21 -0.4803
O -2.316 4.637 4.169 -0.73 1.00 -0.37 0.0332
C -2.683 6.329 2.524 0.17 -0.35 -0.05 -0.0336
H -4.181 5.546 5.577 0.04 0.13 -0.20 0.0836
H -3.868 7.187 4.968 -0.17 0.00 -0.17 0.0890
H -5.030 6.112 4.122 0.06 0.23 0.00 0.0857
H -2.400 7.366 2.723 -0.18 -0.14 -0.14 0.0707
H -3.563 6.292 1.877 -0.05 0.17 0.09 0.0877
H -1.851 5.831 2.014 -0.18 0.20 0.16 0.0725
C 1.792 6.610 2.204 -0.42 -0.28 -0.08 -0.0187
C 1.043 7.878 2.514 -1.50 0.12 0.06 -0.4718
O -0.186 7.904 2.540 1.70 0.02 -0.04 0.0421
C 1.856 9.114 2.791 -0.41 0.29 0.08 -0.0229
H 1.076 5.800 2.025 0.14 0.19 0.05 0.0695
H 2.397 6.746 1.304 0.15 0.00 0.18 0.0892
H 2.426 6.336 3.051 0.14 0.07 -0.16 0.0906
H 2.464 9.362 1.917 0.15 -0.08 0.16 0.0877
H 2.493 8.952 3.664 0.14 0.00 -0.19 0.0883
H 1.183 9.953 2.999 0.14 -0.21 -0.05 0.0864
```
Forces are in eV/Å.

HOMO level ... -10.80 eV
Multiplicity ... 1
Net charge ... +1
Calculated total energy ... -44180.0030 eV

A cluster of 10 separate species, H20O10 in total, computed with ωB97M-V with the def2-TZVPD basis set.

Structure (XYZ):
```
30
Properties=species:S:1:pos:R:3:forces:R:3:lowdin_charge:R:1
O 0.141 0.528 0.419 -0.32 0.60 0.65 -0.0410
H -0.185 -0.372 0.417 0.28 -0.35 -0.05 0.0145
H 0.404 0.690 -0.487 0.02 -0.20 -0.38 -0.0062
O -0.773 1.612 -3.678 -0.28 0.10 -0.38 -0.0552
H -0.639 1.073 -2.898 0.22 -0.17 0.26 -0.0277
H -1.202 2.403 -3.352 -0.02 0.34 -0.09 0.0258
O -2.110 -3.114 0.423 0.33 -0.15 -0.04 -0.0287
H -1.952 -2.814 -0.472 -0.10 0.01 -0.32 0.0328
H -2.287 -2.313 0.917 -0.35 0.16 0.15 0.0264
O 1.170 -2.599 0.934 -0.20 0.19 -0.36 -0.0310
H 0.384 -3.119 1.102 -0.32 -0.40 0.26 0.0216
H 1.613 -3.057 0.220 0.24 -0.04 -0.17 0.0649
O -2.045 1.645 2.104 -0.51 -0.10 0.21 -0.0635
H -1.520 2.351 2.480 0.14 0.15 0.09 0.0326
H -1.575 1.392 1.309 0.48 -0.08 -0.28 -0.0212
O 2.510 -0.955 2.675 0.41 0.31 0.32 -0.0653
H 1.979 -0.269 3.080 -0.04 0.19 0.11 0.0242
H 1.947 -1.324 1.995 -0.17 -0.35 -0.23 -0.0405
O -0.898 -2.830 3.101 0.12 -0.17 -0.02 -0.0308
H -1.566 -2.541 3.723 -0.15 0.05 0.26 0.0493
H -0.938 -2.189 2.392 0.10 0.26 0.06 -0.0074
O 0.298 -0.385 -2.127 -0.03 -0.20 0.13 -0.0416
H -0.375 -1.062 -2.196 -0.20 -0.26 -0.02 0.0657
H 0.796 -0.457 -2.942 0.32 0.16 -0.33 0.0738
O 2.041 2.144 -1.983 -0.35 -0.11 0.08 -0.0291
H 2.852 2.458 -2.384 0.17 0.20 -0.18 0.0574
H 2.326 1.690 -1.190 0.24 -0.17 0.33 0.0453
O -0.059 4.185 -1.237 -0.23 0.30 0.03 -0.0490
H 0.570 3.463 -1.234 0.47 -0.28 -0.24 -0.0177
H -0.909 3.764 -1.111 -0.25 0.01 0.14 0.0216
```
Forces are in eV/Å.

HOMO level ... -10.62 eV
Multiplicity ... 1
Calculated total energy ... -20799.4901 eV
SMILES ... O.O.O.O.O.O.O.O.O.O

A structure of composition C3H8BNO at a distorted geometry, computed with ωB97M-V with the def2-TZVPD basis set.

Structure (XYZ):
```
14
Properties=species:S:1:pos:R:3:forces:R:3:lowdin_charge:R:1
B -0.518 0.110 -0.159 -6.32 -0.70 0.90 -0.4588
C 1.683 -0.523 -0.281 1.54 -1.59 1.65 -0.1400
C 1.454 0.932 0.289 0.43 -1.84 -0.11 -0.1487
C -2.640 0.109 -0.015 4.71 0.45 -1.39 0.0037
N 0.278 -1.004 -0.312 2.24 1.71 -0.29 0.1278
O 0.086 1.262 0.113 0.61 1.21 -0.99 0.0846
H 2.234 -0.716 -1.268 -0.91 0.93 1.19 0.1204
H 2.375 -1.129 0.533 -1.82 1.36 -1.89 0.1537
H 1.530 0.910 1.352 0.76 -0.16 0.85 0.1117
H 2.167 1.598 -0.112 0.36 1.22 -0.62 0.1054
H -2.921 1.130 -0.240 -0.14 -0.10 -0.91 -0.0014
H -2.951 -0.009 0.968 -0.19 -0.76 1.98 -0.0382
H -2.917 -0.718 -0.649 -0.52 0.27 -0.32 -0.0092
H 0.139 -1.951 -0.219 -0.76 -1.99 -0.04 0.0891
```
Forces are in eV/Å.

HOMO level ... -9.19 eV
Multiplicity ... 1
Calculated total energy ... -7454.3914 eV

A structure of composition C32H51IrN4O2P2 at a distorted geometry, computed with ωB97M-V with the def2-TZVPD basis set.

Structure (XYZ):
```
92
Properties=species:S:1:pos:R:3:forces:R:3:mulliken_spin:R:1
C 2.600 -0.063 -0.811 -0.13 0.27 -0.30 0.0200
C 2.178 1.689 0.756 0.80 -0.46 -0.67 0.1432
C 3.895 0.402 -1.027 0.03 -0.10 0.19 0.1391
C 3.551 2.051 0.688 -0.90 0.33 0.48 0.1983
C 4.380 1.442 -0.232 0.22 -0.02 -0.26 -0.0212
H 4.492 -0.092 -1.784 0.18 0.08 0.21 -0.0003
H 3.865 2.853 1.351 0.25 -0.15 -0.24 -0.0022
H 5.411 1.776 -0.345 -0.23 -0.08 0.06 0.0029
N 1.775 0.623 -0.013 -1.12 -0.60 0.56 0.0065
P 0.846 -2.099 -0.266 1.56 -1.83 -0.33 0.2728
P -0.521 2.089 1.186 -0.56 1.33 1.37 0.1266
C 2.050 -1.312 -1.469 -0.29 0.41 0.08 0.0186
H 1.524 -1.042 -2.393 0.02 -0.06 0.22 0.0094
H 2.849 -2.002 -1.752 -0.13 0.10 0.18 -0.0012
C -1.997 -0.579 0.576 -5.25 -2.13 1.47 0.0730
O -3.107 -0.897 0.777 3.75 1.26 -0.96 0.0253
C 1.195 2.352 1.512 1.05 0.22 0.13 0.3716
H 1.537 3.043 2.276 -0.13 0.08 -0.21 -0.0519
C -1.078 3.384 -0.106 -0.05 -0.02 -0.60 0.0316
C -1.357 2.492 2.829 -0.20 -0.27 0.26 -0.0013
C -0.095 -3.419 -1.241 -0.49 0.17 0.03 0.0232
C 2.069 -2.945 0.932 0.01 -0.04 0.46 -0.0337
C -2.393 2.898 -0.738 -0.10 -0.03 0.03 0.0358
H -3.224 2.907 -0.019 0.23 0.02 -0.29 0.0003
H -2.645 3.578 -1.567 0.00 -0.19 0.28 0.0012
H -2.295 1.887 -1.147 -0.12 0.22 0.01 -0.0081
C -1.281 4.792 0.475 -0.01 0.16 0.22 0.0303
H -2.122 4.861 1.175 0.34 -0.01 -0.24 0.0013
H -0.365 5.174 0.944 -0.28 -0.04 -0.10 -0.0001
H -1.516 5.461 -0.367 0.08 -0.26 0.17 0.0032
C 0.012 3.523 -1.182 0.10 -0.07 -0.06 0.0967
H -0.379 4.173 -1.983 0.17 -0.15 0.33 -0.0044
H 0.925 3.978 -0.772 -0.25 -0.06 -0.17 -0.0068
H 0.270 2.565 -1.636 0.10 0.20 0.10 -0.0261
C -2.881 2.584 2.651 -0.04 0.00 -0.04 0.0091
H -3.284 1.686 2.163 -0.03 0.17 0.13 -0.0018
H -3.334 2.662 3.651 0.10 -0.07 -0.29 -0.0005
H -3.189 3.469 2.084 0.02 -0.27 0.17 0.0010
C -1.038 1.355 3.808 0.05 -0.36 -0.04 0.0885
H -1.547 0.421 3.543 0.11 0.24 0.03 -0.0289
H 0.037 1.152 3.867 -0.08 0.04 0.05 0.0171
H -1.379 1.651 4.810 0.07 -0.08 -0.27 0.0009
C -0.824 3.791 3.460 0.09 0.35 -0.19 0.0087
H -1.016 4.683 2.859 0.08 -0.27 0.27 0.0004
H -1.345 3.937 4.418 0.17 -0.16 -0.26 0.0024
H 0.249 3.739 3.670 -0.23 0.02 0.12 -0.0037
C 1.347 -4.009 1.766 -0.29 -0.14 0.27 0.0200
H 2.028 -4.347 2.561 -0.08 0.09 -0.28 0.0008
H 0.468 -3.570 2.254 0.27 -0.33 -0.20 -0.0090
H 1.061 -4.895 1.188 0.18 0.21 0.13 0.0002
C 2.596 -1.874 1.897 -0.09 0.24 0.09 0.0169
H 3.221 -1.134 1.383 -0.04 -0.12 0.18 0.0034
H 1.764 -1.371 2.407 0.21 -0.06 0.01 0.0093
H 3.221 -2.368 2.655 -0.17 0.16 -0.22 0.0007
C 3.283 -3.596 0.239 -0.04 -0.02 -0.32 0.0011
H 3.879 -4.093 1.021 -0.23 0.21 -0.21 0.0020
H 3.006 -4.364 -0.493 0.18 0.26 0.25 -0.0001
H 3.937 -2.861 -0.247 -0.07 -0.17 0.16 -0.0001
C -0.821 -2.765 -2.430 -0.03 0.12 -0.02 0.0033
H -0.131 -2.274 -3.129 -0.15 -0.13 0.08 0.0028
H -1.358 -3.557 -2.978 0.20 0.29 0.17 0.0006
H -1.565 -2.033 -2.088 0.10 -0.16 -0.10 -0.0036
C -1.174 -4.030 -0.328 -0.04 -0.05 0.08 0.0175
H -1.836 -3.251 0.075 0.08 -0.25 -0.08 -0.0039
H -1.782 -4.720 -0.934 0.13 0.21 0.19 0.0000
H -0.755 -4.595 0.509 -0.20 0.17 -0.27 0.0005
C 0.847 -4.507 -1.781 0.14 -0.12 -0.03 0.0060
H 1.689 -4.087 -2.348 -0.18 -0.16 0.14 -0.0006
H 1.226 -5.173 -0.996 -0.11 0.26 -0.23 0.0011
H 0.275 -5.138 -2.479 0.09 0.22 0.21 0.0033
Ir -0.275 -0.067 0.256 2.14 0.83 0.70 0.9867
N -0.465 0.348 -1.596 -0.27 0.09 -1.15 0.3852
C -0.549 0.635 -2.730 -0.60 0.83 -3.58 0.3643
C -0.735 1.012 -4.071 0.47 -0.99 3.41 0.0437
C -1.771 0.422 -4.831 -0.76 -0.91 0.89 0.3643
C 0.111 1.973 -4.671 1.10 0.46 0.84 0.3520
C -1.961 0.802 -6.157 0.06 0.45 -1.15 0.2335
H -2.409 -0.325 -4.361 0.09 0.17 -0.24 0.0384
C -0.099 2.352 -5.994 -0.52 0.07 -1.30 0.2049
H 0.927 2.402 -4.088 -0.20 -0.04 -0.25 0.0488
C -1.126 1.762 -6.735 -0.01 0.42 -1.07 0.2656
H -2.763 0.342 -6.739 0.23 0.16 0.14 -0.0003
H 0.546 3.106 -6.450 -0.20 -0.22 0.12 0.0003
H -1.275 2.048 -7.776 0.04 -0.07 0.34 0.0223
N -2.715 -1.753 3.685 0.34 -0.43 -0.63 0.0005
C -1.408 -2.200 3.714 0.13 -0.02 0.62 0.0037
N -1.082 -2.903 4.834 -0.22 0.43 -0.69 0.0024
O -0.581 -1.927 2.823 -0.74 0.11 0.30 0.0445
H -3.342 -2.272 4.288 -0.19 0.25 -0.20 0.0000
H -3.059 -1.600 2.736 -0.03 -0.12 0.78 0.0004
H -0.122 -3.181 4.958 -0.17 0.00 0.19 -0.0004
H -1.769 -3.035 5.568 0.50 -0.10 -0.13 0.0005
```
Forces are in eV/Å.

HOMO level (spin up / spin down) ... -14.04 / -17.18 eV
Multiplicity ... 6
Net charge ... +3
Calculated total energy ... -65455.9899 eV

The molecule C5H11NO at a distorted geometry, computed with ωB97M-V with the def2-TZVPD basis set.

Structure (XYZ):
```
18
Properties=species:S:1:pos:R:3:forces:R:3:lowdin_charge:R:1
C 0.723 -0.593 2.315 -1.39 -1.28 0.52 -0.0948
C -0.365 -1.067 1.324 0.53 -0.25 0.67 -0.2356
C -0.544 -0.132 0.142 -1.00 -0.21 -0.80 -0.3916
C -1.723 -0.602 -0.704 -0.94 -2.00 0.83 -0.0633
N 0.705 -0.123 -0.647 -0.21 0.46 1.22 0.0568
C 1.052 1.055 -1.231 -0.49 -0.70 -1.72 -0.3535
O 0.207 1.854 -1.578 0.33 0.58 0.56 0.0190
H 1.679 -0.609 1.805 0.35 0.35 0.64 0.0603
H 0.636 -1.289 3.159 0.90 -0.47 -0.35 0.0713
H 0.458 0.291 2.893 0.23 0.77 -0.91 0.0745
H -1.254 -1.296 1.915 -0.46 0.70 -0.34 0.1114
H -0.133 -2.085 0.963 0.38 0.33 -0.15 0.1175
H -0.806 0.873 0.489 0.56 0.05 -0.03 0.1442
H -2.088 -0.126 -1.600 0.65 0.74 -0.17 0.0725
H -1.559 -1.666 -0.953 0.18 0.31 -0.23 0.0814
H -2.601 -0.695 -0.043 0.13 0.36 -0.04 0.0791
H 1.408 -0.775 -0.333 0.19 0.28 -0.15 0.1209
H 2.091 1.129 -1.601 0.05 -0.03 0.46 0.1300
```
Forces are in eV/Å.

HOMO level ... -9.84 eV
Multiplicity ... 1
Calculated total energy ... -8900.7740 eV
SMILES ... CC[C@H](C)NC=O

A structure of composition C5H8O3 at a distorted geometry, computed with ωB97M-V with the def2-TZVPD basis set.

Structure (XYZ):
```
16
Properties=species:S:1:pos:R:3:forces:R:3:lowdin_charge:R:1
C 0.151 1.081 -0.017 1.13 -1.80 0.42 -0.2546
C -0.239 -0.036 1.032 -1.20 0.53 -1.25 -0.1049
C -1.763 -0.069 0.663 0.73 1.62 0.02 -0.1033
C -0.215 -0.034 -0.999 -1.03 1.03 0.89 -0.1939
C 0.246 -1.087 -0.002 0.69 0.06 0.13 -0.2617
H 1.719 1.765 0.785 0.53 0.38 0.46 0.1023
H -0.446 1.964 -0.039 -0.40 0.75 -0.13 0.1471
H 0.195 -0.051 2.015 -0.37 0.08 0.61 0.1429
H -2.359 0.840 0.971 0.62 -1.11 0.04 0.1374
H -2.236 -0.990 0.950 -0.41 -0.35 0.07 0.1085
H 0.083 0.001 -2.013 0.04 -0.09 -1.11 0.1544
H -0.342 -2.000 -0.021 0.24 -0.30 -0.04 0.1556
H 2.078 -0.517 -0.023 -0.08 -0.44 -0.01 0.0812
O 1.532 1.333 -0.042 0.30 0.33 -0.20 -0.0030
O -1.637 0.034 -0.801 -0.33 -1.04 0.10 -0.0999
O 1.632 -1.385 0.008 -0.47 0.34 0.00 -0.0081
```
Forces are in eV/Å.

HOMO level ... -9.44 eV
Multiplicity ... 1
Calculated total energy ... -11454.8849 eV

Across the entries above, energy above the lowest of the compared OMol25 structures with the same formula, charge and spin takes the values 0.0; 72.0; 39.7; 0.0; 21.3; 60.7 kcal/mol, respectively.